Entry 1:
A structure of composition C39H43BGeMnN7O2P, computed with ωB97M-V/def2-TZVPD.

Last column: Löwdin spin population.
CARTESIAN COORDINATES (ANGSTROEM)
Mn1 -0.036 -0.256 -0.260  0.921
C1 2.044 -1.937 3.172  0.001
C2 1.995 -1.578 1.815  0.010
N1 0.879 -0.912 1.555  0.000
N2 0.193 -0.828 2.710  0.003
C3 0.870 -1.431 3.700  0.008
B1 -1.186 -0.135 2.716  0.000
N3 -2.138 -0.910 1.784  0.000
C4 -3.371 -1.408 1.991  0.000
C5 -3.881 -1.801 0.770  0.000
C6 -2.866 -1.489 -0.155  -0.002
N4 -1.832 -0.959 0.473  -0.008
N5 -1.044 1.284 2.127  -0.002
C7 -1.494 2.471 2.574  -0.003
C8 -1.381 3.386 1.547  0.000
C9 -0.853 2.643 0.472  -0.001
N6 -0.650 1.394 0.843  0.001
H1 2.822 -2.474 3.689  0.000
H2 2.698 -1.757 1.017  0.000
H3 0.464 -1.457 4.699  0.001
H4 -1.621 -0.097 3.845  0.000
H5 -3.793 -1.428 2.983  0.000
H6 -4.848 -2.233 0.571  0.000
H7 -2.825 -1.599 -1.230  0.000
H8 -1.870 2.568 3.581  0.000
H9 -1.651 4.429 1.563  0.000
H10 -0.628 2.911 -0.549  0.001
N7 -0.809 0.362 -1.855  0.065
C10 -1.232 -0.093 -2.984  0.008
C11 -1.423 -1.522 -3.307  0.001
C12 -1.954 -1.965 -4.498  0.000
C13 -2.349 -1.096 -5.530  -0.004
C14 -2.142 0.279 -5.290  -0.001
C15 -1.615 0.763 -4.119  0.001
H11 -1.080 -2.241 -2.567  -0.001
H12 -2.057 -3.043 -4.645  0.000
H13 -2.761 -1.462 -6.464  0.000
H14 -2.408 0.996 -6.070  0.000
H15 -1.475 1.834 -3.980  0.001
C16 1.113 -4.908 -0.097  0.000
P1 -0.465 -3.980 0.109  0.001
C17 -0.877 -4.498 1.832  0.000
C18 -1.586 -5.130 -0.798  0.000
H16 1.017 -5.976 0.131  0.000
H17 1.867 -4.466 0.559  0.000
H18 1.460 -4.777 -1.124  0.000
H19 -0.838 -5.585 1.977  0.000
H20 -1.880 -4.135 2.072  0.000
H21 -0.178 -4.016 2.521  0.000
H22 -1.493 -6.169 -0.460  0.000
H23 -1.364 -5.075 -1.866  0.000
H24 -2.619 -4.799 -0.666  0.000
O1 2.252 0.245 -1.024  0.003
C19 2.078 -0.839 -1.655  -0.001
O2 1.184 -1.655 -1.377  -0.003
C20 3.045 -1.137 -2.793  0.000
C21 3.801 0.115 -3.236  0.000
Ge1 4.415 1.207 -1.728  0.000
C22 4.885 0.234 -0.089  0.000
C23 5.472 -1.027 -0.165  0.000
C24 5.876 -1.706 0.981  0.000
C25 5.708 -1.121 2.227  0.000
C26 5.130 0.136 2.320  0.000
C27 4.721 0.802 1.172  0.000
C28 6.314 1.741 -2.205  0.000
C29 7.090 0.933 -3.037  0.000
C30 8.433 1.203 -3.283  0.000
C31 9.038 2.302 -2.692  0.000
C32 8.292 3.117 -1.854  0.000
C33 6.950 2.835 -1.617  0.000
C34 3.588 2.954 -1.427  0.000
C35 3.994 4.039 -2.205  0.000
C36 3.443 5.303 -2.029  0.000
C37 2.483 5.505 -1.047  0.000
C38 2.061 4.435 -0.270  0.000
C39 2.596 3.168 -0.469  0.000
H25 2.470 -1.581 -3.607  0.000
H26 3.729 -1.914 -2.438  0.000
H27 3.121 0.772 -3.786  0.000
H28 4.624 -0.129 -3.911  0.000
H29 5.630 -1.497 -1.130  0.000
H30 6.321 -2.690 0.895  0.000
H31 6.014 -1.648 3.123  0.000
H32 4.974 0.592 3.290  0.000
H33 4.256 1.778 1.269  0.000
H34 6.647 0.062 -3.508  0.000
H35 9.003 0.552 -3.936  0.000
H36 10.082 2.520 -2.881  0.000
H37 8.752 3.976 -1.379  0.000
H38 6.390 3.487 -0.953  0.000
H39 4.757 3.904 -2.966  0.000
H40 3.761 6.124 -2.661  0.000
H41 2.050 6.488 -0.901  0.000
H42 1.284 4.569 0.472  0.000
H43 2.198 2.332 0.095  0.000

The HOMO energy (alpha / beta) comes out at 0.9954 / 1.1296 eV. The gap between HOMO and LUMO (alpha / beta) is 3.16 / 3.02 eV. The total energy is -153470.1129 eV. The LUMO energy (alpha / beta) comes out at 0.153 / 0.153 Ha. Its spin multiplicity is 2. Its charge is -2.

***

Entry 2:
A structure of composition C3H4OS, computed with ωB97M-V/def2-TZVPD.

Last column: natural (NBO) charge in e.
CARTESIAN COORDINATES (ANGSTROEM)
C1 -1.727 1.478 0.183  0.754
C2 -0.891 0.583 0.620  -0.572
C3 0.088 0.146 -0.389  -0.467
O1 -2.523 2.179 -0.280  -0.418
S1 2.642 1.432 0.038  -0.199
H1 -0.435 0.537 1.662  0.287
H2 0.516 -0.867 -0.297  0.236
H3 1.034 0.794 -0.104  0.134
H4 -0.199 0.168 -1.538  0.245

The HOMO energy (alpha / beta) comes out at -9.0937 / -9.2172 eV. The gap between HOMO and LUMO (alpha / beta) is 6.82 / 6.89 eV. The total energy is -16053.7657 eV. The LUMO energy (alpha / beta) comes out at -0.084 / -0.085 Ha. Its spin multiplicity is 1. Its charge is 0.

***

Entry 3:
A cluster of 2 separate species, C4H12 in total, computed with ωB97M-V/def2-TZVPD.

Last column: natural (NBO) charge in e.
CARTESIAN COORDINATES (ANGSTROEM)
C1 0.261 2.406 -1.490  -0.608
C2 0.592 0.919 -1.614  -0.625
H1 -0.699 2.640 -1.925  0.203
H2 0.234 2.794 -0.469  0.198
H3 1.036 3.039 -1.918  0.203
H4 1.633 0.633 -1.653  0.214
H5 0.410 0.696 -2.683  0.200
H6 -0.114 0.340 -1.032  0.214
C3 -0.173 -1.107 1.212  -0.617
C4 -0.740 -2.329 2.021  -0.613
H7 0.835 -0.725 1.439  0.206
H8 0.009 -1.349 0.165  0.204
H9 -0.837 -0.259 1.363  0.200
H10 0.177 -2.834 2.314  0.207
H11 -1.263 -1.895 2.871  0.206
H12 -1.359 -2.968 1.399  0.209

Its SMILES is CC.CC. The HOMO energy comes out at -11.2446 eV. The gap between HOMO and LUMO is 12.39 eV. The total energy is -4341.8350 eV. The LUMO energy comes out at 0.042 Ha. Its spin multiplicity is 1. Its charge is 0.

***

Entry 4:
The molecule C3H10N4, computed with ωB97M-V/def2-TZVPD.

Last column: natural (NBO) charge in e.
CARTESIAN COORDINATES (ANGSTROEM)
C1 1.694 -1.577 -0.291  -0.424
N1 0.980 -0.312 -0.169  -0.330
N2 1.596 0.664 0.643  -0.677
C2 -0.572 -0.419 0.109  -0.153
C3 -1.327 0.608 -0.182  0.321
N3 -1.036 1.881 -0.508  -0.843
N4 -2.779 0.128 0.221  -0.846
H1 2.755 -1.412 -0.523  0.200
H2 1.636 -2.166 0.635  0.158
H3 1.261 -2.163 -1.108  0.207
H4 2.376 1.131 0.184  0.343
H5 1.980 0.264 1.500  0.321
H6 -0.766 -1.378 0.567  0.204
H7 -0.086 1.911 -0.888  0.408
H8 -1.292 2.557 0.200  0.393
H9 -3.043 -0.641 -0.391  0.366
H10 -3.376 0.923 0.000  0.352

Its SMILES is CN(N)C=C(N)N. The HOMO energy comes out at -7.5900 eV. The gap between HOMO and LUMO is 8.63 eV. The total energy is -9230.7200 eV. The LUMO energy comes out at 0.038 Ha. Its spin multiplicity is 1. Its charge is 0.

***

Entry 5:
The molecule C4H7NO, computed with ωB97M-V/def2-TZVPD.

Last column: natural (NBO) charge in e.
CARTESIAN COORDINATES (ANGSTROEM)
O1 1.831 0.713 0.420  -0.702
C1 0.920 0.239 -0.522  0.107
C2 0.322 -1.182 -0.257  -0.445
C3 -1.016 -0.511 -0.050  -0.123
N1 -0.795 0.633 0.982  -0.615
C4 -0.508 0.829 -0.417  -0.113
H1 1.371 0.650 1.274  0.485
H2 1.368 0.359 -1.507  0.186
H3 0.671 -1.713 0.628  0.211
H4 0.427 -1.831 -1.138  0.221
H5 -1.910 -0.857 0.429  0.229
H6 -1.746 1.005 1.111  0.349
H7 -0.937 1.666 -0.954  0.211

Its SMILES is O[C@H]1C[C@H]2N[C@@H]12. The HOMO energy comes out at -9.3635 eV. The gap between HOMO and LUMO is 10.42 eV. The total energy is -7796.2750 eV. The LUMO energy comes out at 0.039 Ha. Its spin multiplicity is 1. Its charge is 0.

***

Entry 6:
A cluster of 2 separate species, FHN5 in total, computed with ωB97M-V/def2-TZVPD.

Last column: natural (NBO) charge in e.
CARTESIAN COORDINATES (ANGSTROEM)
N1 -0.817 -1.227 -0.192  0.119
N2 0.462 -1.284 -0.048  0.053
N3 -0.016 0.809 0.221  0.110
N4 -1.107 0.168 -0.016  -0.154
N5 0.869 -0.065 0.133  0.291
F1 2.689 0.890 -0.082  0.058
H1 -2.080 0.710 -0.016  0.524

The HOMO energy (alpha / beta) comes out at -19.5265 / -19.5263 eV. The gap between HOMO and LUMO (alpha / beta) is 7.77 / 7.74 eV. The total energy is -10166.2702 eV. The LUMO energy (alpha / beta) comes out at -0.432 / -0.433 Ha. Its spin multiplicity is 1. Its charge is +1.